Model w:
The following is a quantum chemistry calculation of the molecule C7H6, from OMol25.

```
13
Properties=species:S:1:pos:R:3
C 3.211 0.037 -0.006
C 2.013 0.051 0.085
C 0.634 0.047 0.135
C -0.144 -1.035 -0.027
C -1.593 -0.692 0.006
C -1.602 0.785 -0.030
C -0.356 1.218 0.019
H 4.302 0.241 -0.287
H 0.301 -2.057 -0.006
H -2.046 -1.106 0.916
H -2.144 -1.036 -0.843
H -2.569 1.280 0.049
H -0.008 2.268 -0.011
```

Results
Multiplicity: 1
SMILES: C#CC1=CCC=C1
HOMO energy: -8.6 eV
Kohn-Sham gap: 9.54 eV

Here are the Mulliken charges for atoms 1 to 6, given in e: number 1, C, carries 0.11; number 2, C, carries -0.74; number 3, C, carries 0.51; number 4, C, carries -0.59; number 5, C, carries -0.36; number 6, C, carries -0.36

Model x:
The following is a quantum chemistry calculation of the molecule C7H6, from OMol25.

```
13
Properties=species:S:1:pos:R:3
C 0.654 -1.317 0.007
C -0.748 -0.862 -0.006
C 0.868 1.045 0.037
C 1.524 -0.315 0.013
C -1.323 0.028 -1.058
C -1.384 -0.005 1.048
C -0.607 0.755 0.021
H 0.894 -2.367 -0.004
H 1.158 1.606 0.928
H 1.156 1.638 -0.838
H 2.600 -0.414 0.002
H -2.347 0.121 -1.369
H -2.448 0.086 1.220
```

Results
Multiplicity: 1
HOMO energy (spin up / spin down): -8.4 / -8.5 eV
Kohn-Sham gap (spin up / spin down): 8.25 / 8.33 eV

Here are the Mulliken charges for atoms 1 to 6, given in e: number 1, C, carries -0.62; number 2, C, carries 0.48; number 3, C, carries -0.76; number 4, C, carries -0.28; number 5, C, carries -0.56; number 6, C, carries -0.49

Computed stability ranking, most favorable first: model w, model x

Model w:
The following is a quantum chemistry calculation of the molecule C7H6, from OMol25.

```
13
Properties=species:S:1:pos:R:3
C -0.788 -1.062 2.480
C -0.928 -0.309 1.408
C -1.176 0.736 0.743
C -0.592 1.342 -0.251
C -0.036 1.903 -1.525
C 0.370 0.693 -1.174
C 1.125 -0.561 -1.338
H -1.339 -0.782 3.260
H -0.478 -2.165 2.509
H -0.012 2.863 -1.978
H 0.877 -1.265 -0.585
H 2.147 -0.277 -1.315
H 0.830 -1.116 -2.234
```

Results
Multiplicity: 1
SMILES: C=C=C=C1C=C1C
HOMO energy: -7.6 eV
Kohn-Sham gap: 8.24 eV

Here are the Mulliken charges for atoms 1 to 6, given in e: number 1, C, carries -0.94; number 2, C, carries 0.41; number 3, C, carries -0.42; number 4, C, carries 0.17; number 5, C, carries -0.61; number 6, C, carries 0.52

Model x:
The following is a quantum chemistry calculation of the molecule C7H6, from OMol25.

```
13
Properties=species:S:1:pos:R:3
C 3.237 0.053 -0.001
C 2.042 0.017 -0.001
C 0.599 0.011 -0.009
C -0.200 -1.074 -0.011
C -1.646 -0.672 0.007
C -1.546 0.848 -0.020
C -0.272 1.233 -0.011
H 4.289 0.054 -0.012
H 0.151 -2.116 -0.019
H -2.173 -1.019 0.916
H -2.175 -1.098 -0.870
H -2.412 1.491 -0.001
H 0.106 2.273 0.031
```

Results
Multiplicity: 1
SMILES: C#CC1=CCC=C1
HOMO energy: -8.6 eV
Kohn-Sham gap: 9.59 eV

Here are the Mulliken charges for atoms 1 to 6, given in e: number 1, C, carries 0.01; number 2, C, carries -0.42; number 3, C, carries 0.40; number 4, C, carries -0.72; number 5, C, carries -0.30; number 6, C, carries -0.46

Computed stability ranking, most favorable first: model x, model w

Model w:
The following is a quantum chemistry calculation of an isolated ion of composition C2H5N4 and charge +1, from OMol25.

```
11
Properties=species:S:1:pos:R:3
H -1.494 1.470 -1.170
N -0.535 1.619 -0.801
C 0.113 0.818 -0.098
C -0.213 -0.681 -0.005
N 1.211 1.433 0.506
N 1.311 2.674 0.191
N 0.582 3.277 -0.472
H -0.394 -1.142 -1.011
H -1.203 -0.689 0.547
H 0.710 -1.053 0.472
H 1.782 0.947 1.155
```

Results
Net charge: +1
Multiplicity: 1
SMILES: [H]/N=C(\C)N[N+]#N
HOMO energy: -16.5 eV
Kohn-Sham gap: 10.76 eV

Here are the Mulliken charges for atoms 1 to 6, given in e: number 1, H, carries 0.28; number 2, N, carries -0.40; number 3, C, carries 0.64; number 4, C, carries -0.90; number 5, N, carries 0.13; number 6, N, carries 0.14

Model x:
The following is a quantum chemistry calculation of an isolated ion of composition C2H5N4 and charge +1, from OMol25.

```
11
Properties=species:S:1:pos:R:3
N -4.236 0.706 -0.037
C -3.337 0.035 0.116
N -2.021 -1.059 -0.118
N -0.979 -0.296 -0.437
C 0.112 0.008 0.305
N 1.142 0.648 -0.193
H -1.940 -1.607 0.702
H -1.082 -0.178 -1.418
H 0.207 0.045 1.359
H 2.043 0.740 0.352
H 1.139 1.105 -1.164
```

Results
Net charge: +1
Multiplicity: 1
SMILES: N#CN/[NH+]=C/N
HOMO energy: -15.3 eV
Kohn-Sham gap: 10.12 eV

Here are the Mulliken charges for atoms 1 to 6, given in e: number 1, N, carries -0.24; number 2, C, carries 0.23; number 3, N, carries -0.54; number 4, N, carries 0.09; number 5, C, carries 0.30; number 6, N, carries -0.33

Computed stability ranking, most favorable first: model w, model x

Model w:
The following is a quantum chemistry calculation of C2H5N4 as an isolated structure, from OMol25.

```
11
Properties=species:S:1:pos:R:3
C -1.452 0.918 0.053
C -0.073 1.019 -0.058
N -1.810 -0.394 0.002
N -0.851 -1.196 -0.043
N 0.592 -0.049 -0.353
N 1.703 -0.515 0.115
H -2.210 1.663 0.141
H 0.540 1.903 0.000
H -0.787 -2.173 -0.314
H 2.113 -0.061 0.852
H 2.234 -1.114 -0.394
```

Results
Net charge: +1
Multiplicity: 1
HOMO energy: -14.5 eV
Kohn-Sham gap: 9.16 eV

Here are the Mulliken charges for atoms 1 to 6, given in e: number 1, C, carries -0.45; number 2, C, carries 0.16; number 3, N, carries -0.19; number 4, N, carries -0.01; number 5, N, carries 0.17; number 6, N, carries -0.29

Model x:
The following is a quantum chemistry calculation of C2H5N4 as an isolated structure, from OMol25.

```
11
Properties=species:S:1:pos:R:3
C 1.021 -0.043 -0.705
C -1.267 0.296 0.274
N 1.985 -0.371 -1.239
N -0.023 1.766 0.328
N 0.034 0.477 -0.189
N -1.172 1.499 0.891
H -0.400 -2.260 0.264
H 0.249 -2.048 -0.206
H -1.566 -0.698 0.728
H 2.817 -0.898 -1.476
H -1.678 2.280 1.331
```

Results
Net charge: +1
Multiplicity: 1
HOMO energy: -13.7 eV
Kohn-Sham gap: 8.67 eV

Here are the Mulliken charges for atoms 1 to 6, given in e: number 1, C, carries 0.44; number 2, C, carries -0.19; number 3, N, carries 0.02; number 4, N, carries -0.53; number 5, N, carries 0.39; number 6, N, carries 0.10

Computed stability ranking, most favorable first: model w, model x

Model w:
The following is a quantum chemistry calculation of an isolated ion of composition CH5N2S and charge +1, from OMol25.

```
9
Properties=species:S:1:pos:R:3
N -1.572 0.233 -0.003
C -0.299 0.597 -0.009
N 0.612 -0.338 -0.110
S 2.333 0.077 -0.124
H -2.406 0.934 0.017
H -1.658 -0.783 -0.114
H -0.080 1.646 0.147
H 0.410 -1.342 -0.381
H 2.661 -1.024 0.578
```

Results
Net charge: +1
Multiplicity: 1
SMILES: N/C=[NH+]/S
HOMO energy: -14.2 eV
Kohn-Sham gap: 10.17 eV

Here are the Mulliken charges for atoms 1 to 6, given in e: number 1, N, carries -0.33; number 2, C, carries 0.29; number 3, N, carries -0.35; number 4, S, carries -0.02; number 5, H, carries 0.29; number 6, H, carries 0.23

Model x:
The following is a quantum chemistry calculation of an isolated ion of composition CH5N2S and charge +1, from OMol25.

```
9
Properties=species:S:1:pos:R:3
N 0.112 -0.456 1.567
C 0.216 -0.354 0.209
N -0.492 0.421 -0.591
S -0.446 0.423 -2.320
H 0.888 -0.612 2.283
H -0.647 0.137 1.973
H 1.007 -0.942 -0.110
H -1.459 0.828 -0.517
H 0.821 0.555 -2.494
```

Results
Net charge: +1
Multiplicity: 1
SMILES: N/C=[NH+]/S
HOMO energy: -14.3 eV
Kohn-Sham gap: 9.65 eV

Here are the Mulliken charges for atoms 1 to 6, given in e: number 1, N, carries -0.37; number 2, C, carries 0.21; number 3, N, carries -0.33; number 4, S, carries 0.02; number 5, H, carries 0.31; number 6, H, carries 0.27

Model y:
The following is a quantum chemistry calculation of a 2-piece molecular cluster, CH5N2S overall, from OMol25.

```
9
Properties=species:S:1:pos:R:3
C -0.712 -0.576 0.137
N 1.322 -0.889 0.002
N -1.269 0.533 0.236
S 2.229 0.480 -0.035
H -0.941 -1.622 -0.020
H 1.304 -1.305 0.922
H -2.241 0.659 -0.018
H -0.800 1.396 0.575
H 2.419 0.479 -1.305
```

Results
Net charge: +1
Multiplicity: 1
HOMO energy (spin up / spin down): -13.8 / -13.8 eV
Kohn-Sham gap (spin up / spin down): 8.30 / 8.30 eV

Here are the Mulliken charges for atoms 1 to 6, given in e: number 1, C, carries 0.10; number 2, N, carries -0.37; number 3, N, carries -0.20; number 4, S, carries 0.03; number 5, H, carries 0.37; number 6, H, carries 0.31

Computed stability ranking, most favorable first: model w, model x, model y

Model w:
The following is a quantum chemistry calculation of a 2-piece molecular cluster, C3H6IN2 overall, from OMol25.

```
12
Properties=species:S:1:pos:R:3
C 0.298 -2.459 0.693
C -0.033 -1.377 0.249
C -0.626 -0.311 -0.430
N 0.563 1.477 0.866
N -0.158 0.032 -1.605
I -2.526 0.311 0.219
H 0.916 -3.317 0.987
H 1.314 1.373 1.424
H -0.330 1.575 1.327
H -0.475 0.878 -1.946
H 0.634 2.354 0.350
H 0.422 -0.535 -2.133
```

Results
Net charge: +1
Multiplicity: 1
HOMO energy: -14.5 eV
Kohn-Sham gap: 8.91 eV

Here are the Mulliken charges for atoms 1 to 6, given in e: number 1, C, carries 0.28; number 2, C, carries -0.48; number 3, C, carries 0.09; number 4, N, carries -0.60; number 5, N, carries -0.23; number 6, I, carries 0.36

Model x:
The following is a quantum chemistry calculation of an isolated ion of composition C3H6IN2 and charge +1, from OMol25.

```
12
Properties=species:S:1:pos:R:3
N 0.942 0.484 -0.189
C -0.374 0.304 -0.567
C -1.178 -0.764 0.281
N -0.716 -0.929 1.381
C 0.309 -0.722 2.069
I 0.327 0.819 3.621
H 1.549 -0.053 -0.757
H 1.436 1.370 0.070
H -0.561 0.080 -1.571
H -1.085 1.189 -0.294
H -2.088 -1.218 -0.157
H 1.142 -1.450 1.986
```

Results
Net charge: +1
Multiplicity: 1
SMILES: NCC=[N+]=CI
HOMO energy: -14.1 eV
Kohn-Sham gap: 9.25 eV

Here are the Mulliken charges for atoms 1 to 6, given in e: number 1, N, carries -0.46; number 2, C, carries -0.40; number 3, C, carries -0.17; number 4, N, carries -0.02; number 5, C, carries -0.22; number 6, I, carries 0.28

Computed stability ranking, most favorable first: model x, model w